Entry 1:
C28H28F6N8O2OsPSSb as an isolated structure. Source: the OMol25 dataset; level of theory: ωB97M-V with the def2-TZVPD basis set.

XYZ file:
```
76
Properties=species:S:1:pos:R:3:mulliken_spin:R:1
Os 0.400 0.000 -0.224 0.0077
C 1.202 5.330 0.921 -0.0001
N 0.689 4.130 0.245 0.0002
C -0.046 4.136 -0.902 -0.0032
C -0.293 2.834 -1.224 0.0020
N 0.293 2.043 -0.274 -0.0064
C 0.887 2.849 0.609 -0.0016
P 1.810 2.282 2.067 -0.0002
C 0.615 1.002 2.618 0.0017
N 0.091 0.044 1.834 0.0000
C -0.382 -0.957 2.650 0.0026
C -0.194 -0.563 3.939 -0.0005
N 0.436 0.653 3.902 0.0002
C 0.882 1.397 5.089 0.0000
C 2.834 0.989 1.263 -0.0002
N 2.295 -0.047 0.607 0.0003
C 3.254 -1.010 0.460 0.0014
C 4.402 -0.532 1.018 -0.0004
N 4.121 0.710 1.520 0.0004
C 5.074 1.536 2.274 0.0000
H 0.622 6.184 0.585 0.0000
H 1.086 5.227 1.996 0.0000
H 2.248 5.482 0.665 0.0000
H -0.330 5.050 -1.394 -0.0001
H -0.829 2.439 -2.069 0.0015
H -0.822 -1.860 2.257 -0.0025
H -0.450 -1.045 4.868 0.0000
H 0.314 1.041 5.943 0.0000
H 1.941 1.220 5.264 0.0000
H 0.690 2.457 4.955 0.0000
H 3.042 -1.963 0.010 0.0004
H 5.379 -0.975 1.112 0.0000
H 6.060 1.409 1.837 0.0000
H 4.788 2.582 2.197 0.0000
H 5.091 1.224 3.315 0.0000
C 3.264 -5.295 -5.133 -0.0005
C 2.719 -4.006 -4.613 0.0070
C 1.637 -3.374 -5.238 0.0040
C 1.132 -2.187 -4.759 0.0091
C 1.695 -1.637 -3.602 0.0017
C 2.791 -2.231 -2.972 -0.0016
C 3.297 -3.400 -3.490 -0.0013
S 1.106 -0.134 -3.045 -0.0109
O 0.906 0.817 -4.074 0.0084
O 1.834 0.271 -1.787 0.0041
N -0.298 -0.272 -2.141 0.2614
C -1.560 -0.461 -2.475 0.1241
C -2.101 -0.704 -3.755 0.1210
C -3.461 -0.908 -3.872 0.0360
C -4.298 -0.833 -2.763 0.2761
C -3.791 -0.515 -1.468 -0.0096
C -4.593 -0.342 -0.328 0.0197
C -3.979 0.043 0.838 0.0045
C -2.594 0.197 0.882 -0.0061
N -1.793 -0.036 -0.161 0.0195
C -2.415 -0.347 -1.330 0.1164
H 2.779 -5.595 -6.059 -0.0002
H 3.114 -6.086 -4.396 0.0008
H 4.336 -5.211 -5.315 0.0007
H 1.202 -3.816 -6.125 0.0000
H 0.330 -1.692 -5.290 -0.0025
H 3.260 -1.754 -2.127 0.0007
H 4.158 -3.860 -3.023 0.0000
H -1.461 -0.723 -4.625 0.0068
H -3.886 -1.119 -4.844 0.0083
H -5.363 -0.993 -2.880 -0.0064
H -5.666 -0.483 -0.380 0.0026
H -4.545 0.232 1.739 0.0013
H -2.140 0.527 1.798 -0.0064
F 0.605 -2.084 -0.358 -0.0039
Sb -0.392 -3.908 -0.471 0.0017
F -1.545 -3.180 0.837 -0.0003
F 0.850 -4.346 0.848 0.0000
F -1.312 -5.501 -0.592 0.0001
F 0.831 -4.280 -1.837 0.0000
F -1.431 -2.946 -1.738 0.0106
```

Frontier orbital gap (spin up / spin down) = 6.9 / 5.7 eV
Multiplicity = 2
Total charge = +3

Entry 2:
C28H28IrN5O5S as an isolated structure. Source: the OMol25 dataset; level of theory: ωB97M-V with the def2-TZVPD basis set.

XYZ file:
```
68
Properties=species:S:1:pos:R:3:nbo_charge:R:1
Ir 0.363 -0.183 0.332 1.1993
C -1.306 -8.166 0.860 -0.6449
C -1.304 -6.667 0.917 0.0479
C -1.116 -6.005 2.134 -0.1939
C -1.155 -4.626 2.209 -0.1895
C -1.370 -3.899 1.041 -0.3175
C -1.559 -4.524 -0.183 -0.1997
C -1.525 -5.908 -0.231 -0.2060
S -1.458 -2.167 1.180 2.2630
O -0.184 -1.628 1.774 -0.9261
O -2.632 -1.777 1.896 -0.8834
N -1.347 -1.562 -0.335 -0.9287
C -2.174 -0.402 -0.370 0.3685
C -3.523 -0.277 -0.617 -0.2244
C -4.062 1.000 -0.559 -0.1000
C -3.260 2.097 -0.256 -0.2356
C -1.918 1.899 0.001 0.0573
N -1.415 0.663 -0.062 -0.4393
H -0.619 -8.592 1.589 0.2340
H -1.035 -8.528 -0.130 0.2318
H -2.304 -8.543 1.090 0.2498
H -0.949 -6.582 3.034 0.2362
H -1.024 -4.124 3.160 0.2413
H -1.729 -3.940 -1.077 0.2472
H -1.678 -6.409 -1.179 0.2342
H -4.121 -1.148 -0.842 0.2612
H -5.117 1.145 -0.749 0.2532
H -3.674 3.094 -0.212 0.2568
H -1.240 2.703 0.255 0.2213
O -0.062 0.470 7.810 -0.6395
C 0.994 1.014 7.187 0.7646
O 1.908 1.474 7.802 -0.5183
C 0.989 1.026 5.675 -0.1339
C -0.165 0.934 4.905 -0.1661
C -0.091 0.978 3.522 -0.2236
C 1.151 1.132 2.925 0.1640
C 2.316 1.216 3.678 -0.2298
C 2.226 1.172 5.057 -0.1449
N 1.232 1.197 1.499 -0.3510
C 1.929 2.089 0.901 0.1483
C 1.944 2.030 -0.559 0.1147
C 2.638 2.899 -1.373 -0.1696
C 2.558 2.733 -2.752 -0.1159
C 1.784 1.706 -3.262 -0.1999
C 1.104 0.869 -2.387 0.0757
N 1.179 1.033 -1.069 -0.3841
H -0.678 0.055 7.196 0.4837
H -1.143 0.857 5.365 0.2278
H -0.990 0.904 2.923 0.2314
H 3.279 1.299 3.189 0.2268
H 3.108 1.252 5.677 0.2661
H 2.445 2.868 1.452 0.2403
H 3.235 3.688 -0.935 0.2567
H 3.093 3.400 -3.414 0.2596
H 1.696 1.542 -4.326 0.2618
H 0.479 0.057 -2.736 0.2365
C 1.687 -3.584 -0.619 -0.4272
N 2.818 -3.225 0.222 -0.3499
C 3.779 -4.297 0.484 -0.4078
C 2.998 -2.034 0.735 0.5755
O 2.279 -1.013 0.621 -0.7068
H 2.061 -4.068 -1.520 0.2287
H 1.123 -2.698 -0.896 0.2177
H 1.041 -4.279 -0.086 0.2303
H 3.262 -5.144 0.932 0.2241
H 4.549 -3.951 1.167 0.2269
H 4.239 -4.612 -0.452 0.2243
H 3.922 -1.922 1.307 0.1689
```

ΔE to the lowest compared entry with this formula, charge and spin = 0.00 kJ/mol
Frontier orbital gap = 7.5 eV
Multiplicity = 1
Total charge = +2

Looking at molecular weight for the records above, in order, we have 997.6, 738.8 g/mol.